39
Properties=species:S:1:pos:R:3:forces:R:3:mulliken_charge:R:1 method="wB97M-V/def2-TZVPD" e_homo_ev=-12.472 orbital_gap_ev=8.57 total_charge=+1
N 2.895 -3.993 0.752 0.17 0.18 -0.84 -0.440
C 2.425 -2.811 1.203 -0.26 -0.34 0.09 0.194
N 2.166 -2.743 2.501 0.05 0.03 0.04 -0.227
N 2.184 -1.803 0.346 0.71 0.73 0.98 0.117
C 3.400 -1.392 -0.415 -0.24 -0.15 -0.49 -0.740
C 4.475 -0.863 0.525 0.14 -0.11 0.02 0.069
O 5.537 -1.412 0.628 -0.17 0.06 0.04 -0.417
C 1.347 -0.647 0.781 -0.21 -0.20 -0.26 -1.288
C -0.184 -0.911 1.040 -0.31 0.11 -0.08 0.427
N -0.883 0.345 0.781 0.46 0.20 0.15 -0.437
N -0.543 -1.251 2.407 0.34 -0.32 0.04 -0.638
N -0.687 -1.939 0.163 0.16 -0.13 -0.02 -0.562
H 3.812 -4.274 1.080 -0.23 -0.30 0.47 0.300
H 2.809 -4.112 -0.249 0.01 -0.07 0.00 0.299
H 2.309 -1.898 3.027 -0.43 0.18 -0.05 0.282
H 1.888 -3.576 2.995 0.42 -0.13 0.12 0.266
H 3.811 -2.238 -0.954 0.07 -0.04 -0.07 0.395
H 3.111 -0.636 -1.142 -0.06 0.03 0.00 0.482
H 4.224 0.024 1.139 0.01 0.00 -0.06 0.363
H 1.402 0.031 -0.064 0.03 0.07 -0.08 0.602
H 1.785 -0.115 1.628 0.01 0.01 0.11 0.368
H -0.466 0.887 0.033 -0.13 -0.06 -0.12 0.312
H -0.892 0.926 1.612 -0.15 -0.03 0.02 0.287
H 0.081 -0.833 3.084 -0.13 0.22 0.04 0.239
H -0.523 -2.248 2.566 -0.09 -0.04 -0.01 0.286
H -0.144 -2.107 -0.669 -0.03 0.04 -0.04 0.255
H -0.940 -2.807 0.607 -0.09 0.02 0.01 0.257
C -3.322 2.239 -0.231 -0.06 0.06 0.06 -0.554
O -3.883 3.429 -0.792 -0.04 -0.03 -0.03 -0.335
C -3.693 3.547 -2.107 0.05 -0.01 0.00 0.780
O -3.079 2.771 -2.797 0.00 0.02 0.02 -0.556
O -4.282 4.662 -2.520 -0.01 -0.01 0.00 -0.317
C -4.161 4.918 -3.926 -0.02 0.03 0.00 -0.625
H -3.531 2.287 0.834 0.00 0.02 0.00 0.306
H -3.782 1.352 -0.660 0.04 -0.01 -0.03 0.320
H -2.250 2.211 -0.409 -0.02 0.00 -0.03 0.124
H -4.616 4.113 -4.499 0.01 -0.01 0.00 0.296
H -3.114 5.017 -4.205 0.00 -0.01 0.00 0.295
H -4.689 5.850 -4.095 0.00 0.00 0.00 0.215